(1)
{"formula": "C34H35Cl3F3InN6OS", "method": "ωB97M-V/def2-TZVPD", "symbols": ["In", "C", "N", "C", "C", "C", "C", "C", "C", "C", "N", "C", "C", "C", "C", "C", "C", "N", "C", "C", "H", "H", "H", "H", "H", "H", "H", "H", "H", "H", "H", "H", "H", "H", "H", "H", "H", "H", "H", "H", "F", "C", "F", "F", "C", "C", "C", "C", "N", "C", "S", "H", "H", "H", "Cl", "C", "C", "C", "Cl", "C", "O", "C", "Cl", "C", "H", "H", "N", "C", "N", "C", "C", "C", "C", "C", "H", "H", "H", "H", "H", "H", "H", "H", "H", "H"], "positions_angstrom": [[-1.642225, -15.986851, 14.522074], [-3.075002, -16.847574, 18.383461], [-2.641336, -15.627534, 17.762395], [-1.330498, -15.115898, 18.083551], [-3.538902, -14.765669, 17.164756], [-3.810019, -13.518811, 17.814661], [-4.984103, -12.796732, 17.623930], [-5.905772, -13.327471, 16.678754], [-5.617454, -14.476909, 16.022096], [-4.402918, -15.168951, 16.059305], [-3.991602, -16.137998, 15.195387], [-4.835459, -16.571919, 14.213963], [-5.437199, -15.701057, 13.281757], [-6.409053, -16.119877, 12.401999], [-6.896498, -17.407955, 12.431883], [-6.272869, -18.352785, 13.236926], [-5.203818, -17.990544, 14.038272], [-4.346892, -18.969301, 14.449070], [-4.441350, -19.591638, 15.733051], [-3.712973, -19.770658, 13.408016], [-2.969211, -16.694009, 19.487697], [-4.137780, -17.049341, 18.062912], [-2.400175, -17.662143, 18.153685], [-1.262852, -14.747565, 19.138608], [-0.651856, -16.012926, 18.009476], [-0.975991, -14.359175, 17.329685], [-3.016810, -13.142599, 18.453641], [-5.340340, -11.910187, 18.202758], [-6.894803, -12.895758, 16.450013], [-6.467556, -14.863248, 15.461549], [-5.111526, -14.662401, 13.399918], [-6.731111, -15.435731, 11.643020], [-7.697545, -17.727144, 11.780726], [-6.481984, -19.412696, 13.067565], [-5.406921, -20.013715, 15.869278], [-3.695151, -20.422153, 15.831608], [-4.281768, -18.793081, 16.556349], [-3.373818, -19.179294, 12.600309], [-2.841450, -20.346217, 13.833343], [-4.388534, -20.614029, 12.986106], [0.877784, -11.180173, 14.956371], [0.964059, -11.406946, 13.589268], [-0.251291, -11.043767, 13.004931], [1.869922, -10.533603, 13.077518], [1.341529, -12.872373, 13.347558], [2.466727, -13.277934, 12.640288], [2.771701, -14.645590, 12.646290], [1.954582, -15.533427, 13.371324], [0.793633, -15.193979, 13.948040], [0.450845, -13.911361, 13.930877], [-1.126012, -13.489956, 14.439487], [3.143658, -12.577700, 12.108358], [3.569867, -15.057714, 12.069711], [2.269539, -16.592916, 13.483460], [0.265255, -18.138339, 7.337088], [-0.358548, -17.748386, 8.872104], [-1.059575, -16.554949, 9.017936], [-1.554819, -16.167033, 10.273548], [-2.271168, -14.639030, 10.547020], [-1.328340, -17.055026, 11.421318], [-1.842925, -16.793144, 12.601979], [-0.554955, -18.229072, 11.188620], [-0.185688, -19.280795, 12.454933], [-0.101456, -18.561098, 9.921122], [-1.291725, -15.876965, 8.148681], [0.394696, -19.511571, 9.735376], [-0.809009, -17.557545, 15.646115], [-0.112076, -18.467471, 15.930183], [0.424468, -19.573523, 16.340699], [-0.335110, -20.658259, 17.046370], [0.308603, -20.891442, 18.380404], [1.863925, -21.130759, 18.235438], [2.324717, -21.194642, 16.761773], [1.814319, -19.974315, 15.954013], [-0.235903, -21.556860, 16.391272], [-1.403404, -20.419326, 17.093779], [-0.126842, -21.755341, 18.788120], [0.064148, -20.021666, 19.019824], [2.153553, -22.003953, 18.833685], [2.428738, -20.264016, 18.728681], [1.984787, -22.135780, 16.282982], [3.400856, -21.300192, 16.680557], [1.741793, -20.294930, 14.923001], [2.531379, -19.168020, 16.095914]], "forces_ev_per_a": [[-2.16, 0.98, -0.57], [-0.68, 0.92, 0.66], [1.78, 0.06, -1.92], [0.73, -1.08, 0.19], [-2.80, 1.54, -0.30], [-0.10, -0.47, -0.36], [-1.17, 0.33, -0.81], [0.20, 0.90, 1.56], [-1.07, -0.87, -1.27], [1.49, 1.02, 1.79], [2.84, -0.71, 0.27], [-2.52, -1.79, -1.99], [0.93, -0.03, 1.65], [-0.13, 0.17, -0.31], [-0.11, -0.30, -0.11], [0.27, 0.25, -0.50], [-0.20, 2.67, -0.35], [2.84, -1.82, 0.32], [1.08, 1.23, 1.28], [-0.88, -2.51, 0.98], [-0.60, -0.36, -0.38], [1.25, 0.02, 0.56], [0.06, -0.51, -0.40], [0.10, 0.08, -0.65], [-0.11, 0.89, 0.20], [-0.50, -0.58, 0.91], [-0.31, -0.11, 0.43], [1.04, -0.67, -0.52], [0.64, 0.01, 0.57], [0.55, -0.12, -0.44], [-0.24, -0.21, -0.59], [-0.45, 0.33, -0.16], [-0.01, 0.11, -0.17], [-0.04, 0.30, 0.32], [-1.12, -0.63, 0.44], [-0.48, 0.84, -0.04], [-0.16, -1.35, -1.09], [0.30, 0.77, -0.80], [-0.66, 0.80, -0.30], [0.68, 1.15, 0.42], [-0.01, 0.00, -1.88], [-0.68, 0.39, -0.09], [1.72, -0.58, 1.08], [-0.47, -0.80, 0.54], [-0.95, -0.79, 0.66], [-0.16, 0.20, 0.29], [-1.25, -0.68, 0.76], [0.99, -0.16, -0.65], [0.49, -0.09, -0.09], [1.19, 1.93, -1.33], [-0.92, -0.87, 0.66], [-0.74, -0.37, 0.52], [0.55, -0.03, -0.07], [-0.41, 0.76, -0.26], [0.30, -0.32, -1.03], [-0.55, 1.36, -0.31], [-1.09, 1.51, 0.05], [1.44, -2.29, 0.61], [-0.23, 0.06, -0.01], [0.05, 0.65, -0.40], [0.11, 0.07, 0.23], [-0.87, 1.59, -1.14], [0.21, -0.70, 1.24], [0.12, -1.01, 0.67], [0.53, -0.93, 0.96], [0.08, 0.26, 0.24], [2.32, -2.05, 0.81], [-2.29, 1.08, -0.26], [0.79, -0.38, 0.37], [-0.03, -0.14, -1.33], [1.16, 1.17, -0.29], [0.40, 1.59, 0.73], [-1.12, -0.76, 0.26], [0.10, -0.70, 0.16], [-0.18, 0.58, 0.43], [0.32, 0.21, 0.04], [-0.70, -1.13, 0.77], [0.33, -0.52, -0.11], [-0.02, 0.07, -0.46], [-0.83, -1.02, -0.65], [-0.20, 0.49, 0.28], [0.23, 0.50, 0.08], [0.37, 0.31, -0.44], [-0.35, 0.31, -0.16]], "max_force_ev_per_a": 3.7, "homo_energy_ev": -6.263}

(2)
{"formula": "C34H35ClN3NiO9STe", "method": "ωB97M-V/def2-TZVPD", "symbols": ["Ni", "O", "S", "O", "O", "O", "N", "C", "C", "C", "C", "C", "C", "C", "C", "N", "C", "H", "H", "H", "H", "H", "H", "H", "H", "C", "C", "C", "C", "C", "C", "Te", "N", "C", "O", "C", "C", "C", "C", "C", "C", "C", "C", "C", "C", "C", "C", "C", "C", "C", "C", "C", "C", "H", "H", "H", "H", "H", "H", "H", "H", "H", "H", "H", "H", "H", "H", "H", "H", "H", "H", "H", "H", "H", "H", "H", "H", "H", "H", "H", "O", "Cl", "O", "O", "O"], "positions_angstrom": [[-0.281482, 2.271949, -1.094915], [2.724178, 3.165662, 1.640034], [1.360018, 2.765136, 1.412402], [0.526662, 2.632265, 2.623252], [1.390675, 1.241514, 0.919762], [0.678987, 3.542850, 0.369198], [1.334627, 2.765584, -2.507312], [1.236899, 1.970968, -3.675773], [2.194849, 1.909780, -4.653547], [2.028844, 1.090335, -5.793128], [0.894183, 0.347195, -5.953735], [-0.109936, 0.365544, -4.952897], [-1.295516, -0.416050, -5.028943], [-2.188734, -0.394759, -3.998092], [-1.902175, 0.400423, -2.856409], [-0.820738, 1.145215, -2.766484], [0.065677, 1.157736, -3.809941], [0.919837, 3.694602, -2.657806], [2.293064, 2.888484, -2.202999], [3.083248, 2.523702, -4.555545], [2.801772, 1.075768, -6.551709], [0.749275, -0.269191, -6.833568], [-1.467023, -1.027247, -5.908784], [-3.097867, -0.980274, -4.015508], [-2.561226, 0.399666, -2.001559], [4.385027, -2.196888, 6.150745], [3.467053, -1.568038, 5.137416], [3.747658, -1.613040, 3.781862], [2.893587, -1.039080, 2.837660], [3.295465, -1.119215, 1.386871], [1.712834, -0.412243, 3.228967], [-0.095181, 0.250807, 1.923473], [-1.218369, 1.022649, 0.299050], [-2.420016, 0.637705, 0.653060], [-2.660337, -0.270808, 1.501268], [-3.627018, 1.269566, -0.019443], [-4.784906, 0.510922, -0.176766], [-5.888309, 1.040315, -0.828348], [-5.849392, 2.342858, -1.314362], [-4.706830, 3.110541, -1.139996], [-3.601624, 2.574654, -0.493940], [0.091457, -1.676654, 0.995692], [-0.394868, -2.725471, 1.772092], [-0.942432, -2.524114, 3.158255], [-0.371633, -4.024868, 1.266312], [0.099411, -4.300095, -0.006736], [0.096598, -5.699927, -0.558624], [0.555352, -3.234017, -0.770717], [0.565505, -1.926841, -0.291728], [1.127543, -0.855626, -1.178822], [1.439898, -0.337401, 4.606006], [0.219895, 0.370416, 5.152408], [2.309224, -0.910189, 5.531873], [5.312173, -2.528772, 5.682587], [3.923791, -3.066684, 6.624809], [4.643146, -1.494665, 6.945739], [4.662240, -2.091380, 3.442401], [4.382709, -1.144184, 1.292238], [2.923840, -0.252160, 0.838567], [2.894026, -2.020871, 0.915229], [-4.792833, -0.493480, 0.224296], [-6.780140, 0.437573, -0.959657], [-6.708224, 2.756830, -1.830381], [-4.655501, 4.121251, -1.522842], [-2.702674, 3.163359, -0.370109], [-1.556308, -1.624172, 3.239285], [-0.131516, -2.459621, 3.888499], [-1.588080, -3.362517, 3.424442], [-0.759074, -4.831055, 1.881451], [-0.265656, -6.412255, 0.182829], [1.098846, -6.010191, -0.861050], [-0.546516, -5.777161, -1.437584], [0.922204, -3.415695, -1.776090], [1.053478, -1.160998, -2.223765], [2.182998, -0.683790, -0.950670], [0.614613, 0.095903, -1.047579], [0.108184, 1.366451, 4.722089], [0.309849, 0.475029, 6.236099], [-0.703894, -0.178597, 4.950543], [2.077929, -0.828249, 6.590686], [-1.510058, 6.440679, -2.352187], [-1.194235, 5.298390, -3.166272], [0.233179, 5.298490, -3.485386], [-1.949994, 5.352003, -4.394080], [-1.502215, 4.067760, -2.453676]], "forces_ev_per_a": [[-0.09, -0.57, 0.20], [0.08, 0.02, -0.06], [-0.41, -0.21, 0.24], [0.20, 0.47, 0.09], [-0.08, 0.25, 0.09], [0.23, -0.29, -0.07], [-0.04, 0.11, -0.07], [-0.20, -0.08, 0.07], [0.05, 0.00, 0.01], [-0.10, 0.03, 0.11], [0.00, 0.02, 0.04], [-0.19, -0.25, -0.19], [0.05, 0.06, 0.05], [0.23, 0.20, 0.15], [0.53, 0.07, -0.39], [-0.33, 0.00, -0.17], [-0.02, 0.20, 0.38], [0.07, -0.04, -0.08], [-0.09, 0.01, 0.05], [-0.02, -0.02, 0.00], [0.01, 0.00, 0.00], [0.00, 0.00, 0.00], [0.00, 0.00, 0.01], [0.00, -0.01, -0.02], [-0.03, 0.03, 0.03], [0.03, -0.02, 0.02], [-0.04, 0.02, -0.07], [-0.01, 0.06, 0.05], [0.16, -0.09, -0.18], [0.03, 0.08, -0.05], [-0.32, 0.05, 0.02], [0.32, -0.09, -0.33], [0.29, 0.29, 0.26], [-0.29, 0.12, -0.55], [-0.13, -0.30, 0.30], [0.08, -0.05, 0.12], [0.03, 0.04, 0.02], [-0.01, 0.01, -0.01], [-0.03, 0.00, -0.02], [0.02, -0.01, -0.01], [0.10, 0.01, -0.02], [-0.17, 0.24, 0.22], [-0.05, -0.28, 0.07], [-0.10, -0.03, 0.13], [-0.05, 0.04, -0.05], [-0.01, 0.11, 0.01], [0.01, -0.03, 0.00], [0.02, -0.07, 0.04], [0.08, 0.03, -0.19], [0.06, 0.00, -0.09], [0.06, -0.03, 0.10], [-0.04, 0.06, 0.04], [0.01, 0.02, -0.01], [0.03, -0.01, -0.01], [-0.02, -0.02, 0.01], [0.00, 0.03, 0.02], [0.04, -0.03, -0.01], [0.06, -0.04, 0.01], [0.12, -0.15, 0.19], [0.02, 0.00, 0.03], [0.00, -0.05, 0.02], [-0.01, 0.00, 0.00], [-0.01, 0.00, -0.01], [-0.01, 0.03, -0.01], [0.05, 0.03, -0.04], [0.02, -0.02, -0.13], [0.00, 0.01, 0.01], [0.06, -0.05, 0.05], [0.00, -0.03, 0.01], [-0.01, -0.02, 0.02], [0.02, 0.00, -0.01], [-0.01, 0.01, -0.03], [0.01, -0.01, -0.04], [-0.02, 0.01, -0.07], [-0.10, -0.03, -0.09], [0.03, -0.07, -0.02], [0.03, -0.01, -0.03], [-0.02, 0.00, 0.00], [0.01, 0.01, -0.01], [0.00, 0.00, 0.05], [0.05, -0.04, 0.02], [0.01, -0.11, -0.04], [-0.21, 0.01, 0.09], [0.02, -0.04, -0.01], [-0.03, 0.43, -0.25]], "s2": 0.76, "max_force_ev_per_a": 0.7, "homo_energy_ev": [-1.860, -1.133], "total_charge": -2, "multiplicity": 2}

Question: What is the formula in the second record?
Answer: C34H35ClN3NiO9STe